The following is a DFT calculation (the ωB97M-V functional and the def2-TZVPD basis) of C61H47CaClIN6PS as an isolated structure in a non-equilibrium geometry.

Structure (XYZ):
```
119
Properties=species:S:1:pos:R:3:forces:R:3:lowdin_charge:R:1
Ca -0.34681 1.08732 0.88272 -0.653 0.880 -0.526 0.9337
C 3.12857 -1.06122 6.96995 -0.034 -0.011 0.055 -0.1229
C 3.94524 -0.68672 5.91481 0.076 0.001 -0.001 -0.0962
C 3.40028 -0.29970 4.69686 -0.031 -0.024 -0.013 -0.0166
C 2.02260 -0.28530 4.50041 -0.023 0.061 0.080 -0.1883
C 1.21187 -0.66395 5.57790 -0.021 -0.002 -0.057 -0.0710
C 1.75089 -1.04933 6.79439 0.038 -0.015 0.024 -0.0987
C 1.34230 0.07958 3.19740 0.101 -0.137 0.029 -0.3080
C 2.28786 0.60305 2.10102 -0.070 -0.206 0.045 -0.3212
C 3.28791 1.57314 2.21921 0.079 0.147 -0.166 -0.0782
C 3.95504 1.58750 0.98620 -0.005 0.057 0.201 -0.0592
C 3.30085 0.64320 0.18427 -0.018 -0.178 -0.378 -0.3026
C 3.73423 0.14502 -1.11276 -0.024 0.125 0.272 -0.0622
C 5.17764 0.42917 -1.37717 0.011 -0.017 -0.048 -0.2138
C 6.16600 -0.09248 -0.54211 -0.053 0.000 -0.013 -0.0316
C 7.50512 0.16778 -0.77928 0.029 -0.014 0.017 -0.0992
C 7.88209 0.97771 -1.84492 0.045 0.000 0.000 -0.1218
C 6.90793 1.52321 -2.66592 0.001 0.020 -0.018 -0.0990
C 5.56590 1.25031 -2.43149 -0.003 -0.003 -0.004 -0.0367
C 3.07629 -0.56317 -2.07424 0.053 -0.068 -0.272 -0.1302
N 1.71995 -0.85869 -2.33631 -0.189 -0.181 -0.045 0.0717
C 1.57574 -1.21978 -3.67628 0.149 -0.122 0.013 -0.1682
C 0.36089 -0.90995 -4.18382 0.049 -0.039 -0.107 -0.0942
C -0.08547 -1.08318 -5.55100 -0.022 0.064 0.171 -0.1619
C -1.08828 -0.25201 -6.07233 -0.012 -0.005 -0.007 -0.0299
C -1.49811 -0.36508 -7.38842 0.004 -0.003 -0.006 -0.1044
C -0.93417 -1.32001 -8.22650 -0.022 -0.008 -0.071 -0.1343
C 0.03788 -2.17062 -7.71654 0.017 -0.028 -0.001 -0.1180
C 0.44775 -2.06220 -6.39840 0.035 -0.028 -0.050 -0.0438
C -1.80689 -0.66628 -2.90290 0.365 -0.276 0.000 -0.6356
C -0.39976 -0.10855 -3.13743 0.001 0.150 0.095 -0.2742
C 0.40636 -0.42610 -1.85421 0.348 0.244 -0.089 -0.1336
C -0.52044 -1.51938 -1.27772 0.318 -0.152 0.421 -0.2016
N -1.69636 -1.52694 -1.78132 -0.656 0.062 -0.246 -0.0092
C -0.16616 -2.61731 -0.33223 0.225 -0.016 -0.087 -0.0240
C 0.05504 -2.43047 0.97705 0.142 0.195 0.340 -0.2032
C 0.59399 -3.34304 1.99793 -0.068 -0.124 -0.296 -0.0013
C 1.03521 -2.57395 3.00391 0.075 0.239 0.010 0.0227
C 0.74587 -1.17551 2.62099 0.086 -0.279 0.234 -0.2408
N 0.08876 -1.13687 1.51353 -0.300 -0.152 -0.137 0.0185
C 0.00310 -3.96071 -0.94561 -0.114 0.060 -0.012 -0.1577
C 1.19329 -4.66870 -0.80553 0.062 0.018 0.038 -0.0371
C 1.33965 -5.92111 -1.38431 0.010 -0.025 -0.008 -0.0957
C 0.29874 -6.47691 -2.11257 0.013 -0.035 -0.016 -0.1143
C -0.88181 -5.76382 -2.27615 -0.033 0.022 -0.001 -0.0896
C -1.02720 -4.50818 -1.70943 0.022 -0.071 -0.060 -0.0146
C 2.89778 -1.56148 -4.16833 -0.178 0.030 0.001 0.0032
C 3.76795 -1.13893 -3.23648 0.120 0.132 0.195 -0.0119
N 2.27347 0.06705 0.85611 -0.023 -0.029 0.174 0.0909
H 3.55798 -1.36015 7.91914 0.003 -0.003 0.000 0.0858
H 5.02299 -0.70207 6.03298 -0.003 0.000 0.003 0.0917
H 4.04593 -0.02144 3.87618 0.017 0.012 -0.016 0.1016
H 0.13606 -0.66737 5.44200 0.008 -0.026 0.000 0.1180
H 1.09346 -1.34132 7.60522 0.005 0.002 0.004 0.0925
H 3.49107 2.19069 3.08130 0.006 0.012 0.026 0.0970
H 4.78867 2.21345 0.70414 0.008 0.007 -0.002 0.0953
H 5.85824 -0.70183 0.29832 0.012 -0.008 0.006 0.1221
H 8.25928 -0.25757 -0.12740 0.008 0.003 -0.001 0.0907
H 8.92984 1.18767 -2.02575 0.003 0.004 -0.002 0.0857
H 7.18897 2.16946 -3.48912 0.005 0.001 -0.002 0.0917
H 4.79840 1.67907 -3.06347 -0.012 0.004 -0.007 0.1240
H -1.55054 0.48100 -5.42523 0.000 0.004 0.005 0.0917
H -2.27109 0.29697 -7.76124 -0.008 -0.004 -0.017 0.0920
H -1.25999 -1.41201 -9.25563 -0.004 0.003 -0.007 0.0813
H 0.47334 -2.94061 -8.34384 -0.017 0.005 -0.027 0.0882
H 1.17218 -2.76537 -6.00752 0.004 0.010 0.027 0.0988
H -0.37729 0.96135 -3.37331 -0.054 -0.031 -0.026 0.1304
H 0.55767 0.44229 -1.21310 0.001 -0.089 -0.010 0.0576
H 0.66081 -4.41530 1.90626 -0.023 -0.009 0.007 0.1012
H 1.53917 -2.88408 3.90507 0.006 -0.026 0.011 0.1029
H 2.01332 -4.21631 -0.26161 -0.008 0.004 0.002 0.1196
H 2.27610 -6.45432 -1.27407 0.002 -0.013 -0.007 0.0939
H 0.41068 -7.45349 -2.56816 0.014 -0.007 -0.001 0.0886
H -1.69195 -6.18141 -2.86123 -0.002 -0.012 -0.008 0.0949
H -1.92601 -3.92579 -1.86262 -0.013 0.007 0.013 0.1061
H 3.12816 -1.97475 -5.13556 0.014 -0.012 -0.005 0.0896
H 4.84329 -1.18717 -3.30478 -0.005 0.003 -0.012 0.1081
Cl 0.54740 3.21818 -0.52356 0.039 -0.072 -0.039 -0.2889
N 0.06853 1.86042 4.41717 -0.055 0.110 0.042 0.0074
C 0.19144 1.21800 3.31890 0.300 -0.328 0.120 -0.3082
H 0.73011 1.56028 5.14858 -0.046 0.059 0.011 0.0142
C -0.99886 5.23455 1.90806 0.024 0.070 0.031 -0.3165
P -2.02035 3.74180 2.16584 0.014 -0.239 -0.067 0.9045
C -2.52163 3.98089 3.91802 -0.021 -0.015 0.039 -0.2965
C -3.57786 4.19629 1.31684 0.023 0.063 0.020 -0.3938
C -3.59411 5.03748 0.20657 0.011 0.024 -0.034 -0.1040
C -4.76367 5.25175 -0.50974 0.007 0.018 -0.016 -0.0984
C -5.94256 4.62846 -0.13083 -0.018 -0.002 -0.009 -0.1129
C -5.93992 3.78509 0.97235 -0.045 -0.010 0.004 -0.0980
C -4.77094 3.57175 1.68356 -0.013 0.000 0.002 -0.1136
H -0.56540 5.20092 0.90867 -0.012 0.001 -0.005 -0.0365
H -0.16788 5.17919 2.61287 0.016 -0.031 0.010 0.0402
H -1.55711 6.16031 2.07226 -0.007 -0.003 0.012 0.0374
H -3.00719 4.94504 4.08589 0.020 0.024 0.008 0.0368
H -1.62117 3.87446 4.52313 0.027 0.004 -0.015 0.0102
H -3.19485 3.18025 4.22586 -0.056 0.016 -0.014 -0.0008
H -2.67749 5.50692 -0.12720 0.023 -0.002 0.010 0.0983
H -4.74448 5.89746 -1.37978 -0.010 0.000 -0.005 0.0947
H -6.85186 4.78393 -0.69858 -0.006 0.003 -0.004 0.0886
H -6.84750 3.27371 1.27169 -0.008 0.002 -0.011 0.0947
H -4.78544 2.88618 2.52224 0.023 -0.033 0.043 0.0705
I -3.20363 0.80151 -2.42860 -0.243 0.253 0.026 1.3452
C -2.59587 1.62184 -0.56989 0.153 -0.091 0.067 -0.6482
H -3.52314 1.58304 0.00943 -0.022 0.025 0.005 -0.0988
H -2.36449 2.65980 -0.81837 -0.012 -0.007 -0.040 -0.1165
S -4.44822 0.34107 4.02681 -0.112 0.117 -0.029 1.0060
C -2.87368 0.29541 3.27347 0.030 -0.113 0.019 -0.4519
N -2.82160 -0.20730 2.09316 0.004 0.283 0.278 0.0629
C -4.08971 -0.57434 1.66816 0.167 -0.126 -0.273 -0.3204
C -4.35168 -1.14611 0.42011 -0.041 0.072 0.132 -0.0330
C -5.65989 -1.44360 0.10573 -0.044 -0.004 0.024 -0.0844
C -6.69705 -1.18906 1.01492 -0.014 -0.030 -0.083 -0.1078
C -6.44469 -0.63762 2.25448 0.031 0.015 0.090 -0.1108
C -5.12324 -0.32988 2.57810 -0.058 -0.137 -0.023 -0.4888
H -2.00918 0.69446 3.79105 0.066 0.023 0.032 0.0341
H -3.53103 -1.31959 -0.26683 -0.012 -0.057 0.006 0.0703
H -5.89101 -1.86966 -0.86215 0.004 -0.001 -0.013 0.1005
H -7.71659 -1.42905 0.73818 -0.009 0.005 0.006 0.0913
H -7.24979 -0.45030 2.95354 -0.004 0.011 0.006 0.0960
```
Forces are in eV/Å.

Values from the calculation:
**LUMO energy**: 0.1373 Eh
**HOMO**: -1.176 eV
**Net charge**: -2